Below is the ion C6H5ClNO4 with charge -1 in a non-equilibrium geometry, with properties calculated with wB97M-V/def2-TZVPD.

Calculated values
charge: -1
calculated total energy: -1047.49647 hartree
HOMO-LUMO gap: 6.487 eV
energy relative to the best compared isomer or geometry (same formula, charge and spin): 236.31 kJ/mol

Each atom is followed by the atoms it is bonded to, with distances in Å.
Positions of all 17 atoms, in Å:
1 C 1.6548 -0.8884 -0.9281  C2 1.550, H13 1.065, H14 1.069, H15 1.108
2 C 1.5105 0.4489 -1.6979  C1 1.550, O3 1.216, C4 1.375
3 O 2.4081 0.7365 -2.4664  C2 1.216
4 C 0.3445 1.1294 -1.4387  C2 1.375, Cl5 1.805, N6 1.532
5 Cl -0.2274 2.4702 -2.5030  C4 1.805
6 N -0.9318 0.8426 -0.6407  C4 1.532, C7 1.388, H16 1.044
7 C -1.4246 0.4765 0.6042  N6 1.388, O8 1.249, C9 1.551
8 O -2.6692 0.5416 0.6801  C7 1.249
9 C -0.6584 0.0766 1.8920  C7 1.551, O10 1.419, C11 1.393, H17 1.062
10 O -1.5642 -0.0167 2.9799  C9 1.419, C11 1.319
11 C -1.1557 -1.1249 2.3925  C9 1.393, O10 1.319, O12 1.229
12 O -0.9893 -2.3381 2.4938  C11 1.229
13 H 2.3259 -0.5941 -0.1553  C1 1.065
14 H 2.1768 -1.5490 -1.5861  C1 1.069
15 H 0.6983 -1.3624 -0.6328  C1 1.108
16 H -1.8384 0.8365 -1.1574  N6 1.044
17 H 0.3401 0.3146 2.1639  C9 1.062